(1)
ORCA calculation (ωB97M-V/def2-TZVPD) on a molecular structure, C8H8N4O4.

Geometry as XYZ:
```
24
Properties=species:S:1:pos:R:3:lowdin_charge:R:1
C -2.082 1.263 0.007 -0.411
C -2.928 0.357 -0.777 0.022
C -2.743 -0.955 -0.730 -0.104
C -1.086 -0.866 0.989 -0.623
C 2.047 1.597 0.304 -0.478
C 0.821 0.941 -0.130 0.002
C 0.798 -0.392 -0.208 -0.055
C 3.213 -0.555 -0.187 -0.536
H -0.788 1.007 1.672 0.219
H -3.421 0.924 -1.535 0.119
H -3.400 -1.558 -1.197 0.088
H -2.328 -2.611 0.367 0.313
H 4.147 1.283 0.080 0.204
H -0.082 1.477 -0.030 0.071
H -0.047 -0.947 -0.486 0.085
H 2.038 -2.182 -0.845 0.252
N -0.994 0.515 0.744 0.035
N -1.729 -1.520 0.011 0.064
N 3.187 0.811 0.179 0.193
N 2.022 -1.192 -0.233 0.128
O -2.278 2.417 -0.091 0.155
O -0.642 -1.437 1.982 0.107
O 2.003 2.744 0.578 0.118
O 4.274 -1.123 -0.466 0.032
```

Values from the calculation:
Energy relative to the best compared isomer or geometry (same formula, charge and spin)   7.789 eV
M   224.18 g mol⁻¹
Total energy   -22571.1409 eV
Strongest force on any atom   10.0 eV Å⁻¹
HOMO energy   -8.820 eV

=====

(2)
ORCA calculation (ωB97M-V/def2-TZVPD) on a molecular structure, C30H33F4N7O8P2Ta.

Geometry as XYZ:
```
85
Properties=species:S:1:pos:R:3:lowdin_charge:R:1
Ta 0.006 0.399 -0.077 1.987
C 1.325 3.428 -1.723 -0.043
N 0.720 2.883 -0.485 -0.299
C 1.591 3.343 0.627 -0.043
C -0.610 3.510 -0.345 -0.174
C -1.248 3.039 0.941 -0.161
N -0.853 1.635 1.208 -0.165
C -1.197 1.297 2.549 -0.185
C -0.220 1.080 3.509 -0.168
F 1.069 1.109 3.137 0.081
C -0.555 0.831 4.828 -0.199
F 0.421 0.632 5.702 0.143
C -1.878 0.784 5.225 0.129
C -2.863 0.976 4.271 -0.191
F -4.141 0.912 4.599 0.153
C -2.528 1.224 2.949 -0.144
F -3.485 1.358 2.021 0.117
H 1.401 4.514 -1.638 0.120
H 0.710 3.202 -2.591 0.093
H 2.332 3.037 -1.859 0.098
H 1.651 4.434 0.625 0.121
H 2.598 2.954 0.484 0.091
H 1.217 3.011 1.588 0.076
H -1.205 3.255 -1.227 0.115
H -0.513 4.599 -0.328 0.150
H -2.334 3.108 0.895 0.118
H -0.933 3.651 1.787 0.147
H -2.137 0.600 6.259 0.161
N -0.028 -4.766 0.592 0.196
C 0.687 -3.443 0.830 -0.461
C 1.940 -3.677 1.667 -0.050
P -0.538 -2.335 1.621 0.428
O -0.382 -2.482 3.179 -0.055
O -1.868 -2.597 1.054 -0.233
O 0.022 -0.874 1.374 -0.400
P 1.034 -2.823 -0.919 0.398
O 2.579 -2.418 -0.927 -0.097
O 0.697 -3.955 -1.793 -0.223
O 0.286 -1.505 -1.056 -0.416
H -1.046 -4.661 0.687 0.154
H 0.297 -5.507 1.214 0.179
H 0.158 -5.016 -0.404 0.135
H 1.691 -4.105 2.639 0.100
H 2.453 -2.731 1.842 0.090
H 2.637 -4.341 1.153 0.105
H -1.168 -2.776 3.667 0.132
H 3.143 -3.108 -1.311 0.125
O 5.069 0.955 -5.822 0.151
N 3.963 0.515 -5.639 -0.330
O 3.233 -0.005 -6.455 0.120
C 3.458 0.552 -4.238 -0.034
C 4.382 0.467 -3.261 0.106
C 3.979 0.420 -1.892 -0.105
C 4.891 0.310 -0.826 0.078
C 4.418 0.255 0.465 0.022
C 3.047 0.317 0.689 -0.081
N 2.166 0.446 -0.305 -0.043
C 2.617 0.481 -1.590 -0.177
C 1.643 0.622 -2.637 -0.165
N 0.337 0.762 -2.256 -0.048
C -0.580 0.930 -3.202 -0.062
C -0.258 0.997 -4.556 0.036
C 1.046 0.859 -4.957 0.086
C 2.047 0.657 -3.978 -0.029
H 5.431 0.426 -3.524 0.154
H 5.954 0.269 -1.030 0.151
H 5.089 0.171 1.309 0.138
H 2.645 0.278 1.696 0.120
H -1.613 1.034 -2.889 0.107
H -1.049 1.154 -5.275 0.140
H 1.309 0.902 -6.003 0.133
N -2.064 -0.267 -0.666 0.002
C -3.237 0.252 -1.406 -0.296
C -3.966 -0.653 -2.165 -0.013
C -5.088 -0.210 -2.851 -0.031
C -5.474 1.121 -2.770 -0.035
C -4.738 2.012 -2.004 -0.034
C -3.610 1.580 -1.316 -0.051
H -2.434 -0.542 0.252 0.095
H -1.856 -1.169 -1.097 0.081
H -3.673 -1.696 -2.217 0.128
H -5.664 -0.910 -3.442 0.126
H -6.352 1.463 -3.300 0.126
H -5.045 3.047 -1.930 0.124
H -3.054 2.278 -0.706 0.075
```

Values from the calculation:
Energy relative to the best compared isomer or geometry (same formula, charge and spin)   0.000 eV
M   938.52 g mol⁻¹
Total energy   -89438.0590 eV
Net charge   +3
Strongest force on any atom   1.3 eV Å⁻¹
HOMO energy   -16.626 eV

=====

Which value of strongest force on any atom does entry 1 give? 10.0 eV Å⁻¹